Entry 1:
{"formula": "C5H9NO", "method": "ωB97M-V with the def2-TZVPD basis set", "symbols": ["N", "C", "C", "C", "C", "C", "O", "H", "H", "H", "H", "H", "H", "H", "H", "H"], "coordinates": [[2.639, 0.603, 0.765], [1.913, -0.204, 0.360], [0.999, -1.246, -0.119], [-0.455, -1.106, 0.375], [-1.286, 0.006, -0.272], [-0.755, 1.422, -0.073], [0.407, 1.645, -0.851], [1.033, -1.262, -1.214], [1.415, -2.193, 0.242], [-0.451, -0.982, 1.465], [-0.945, -2.068, 0.176], [-1.383, -0.177, -1.351], [-2.301, -0.044, 0.146], [-0.569, 1.600, 0.997], [-1.517, 2.141, -0.397], [1.148, 1.837, -0.263]], "e_lumo_ev": 0.86, "max_force_ev_per_a": 1.1, "smiles": "N#CCCCCO", "e_above_lowest_kcal_mol": 25.9, "total_energy_ha": -325.89634, "e_homo_ev": -10.19}


Entry 2:
{"formula": "C5H9NO", "method": "ωB97M-V with the def2-TZVPD basis set", "symbols": ["C", "C", "C", "C", "O", "C", "N", "H", "H", "H", "H", "H", "H", "H", "H", "H"], "coordinates": [[-0.998, -0.742, 1.115], [-0.170, 0.066, 0.120], [0.175, 1.446, 0.685], [1.098, -0.704, -0.341], [1.062, -0.633, -1.776], [-0.158, -0.130, -2.066], [-0.924, 0.250, -1.135], [-1.923, -0.208, 1.353], [-0.441, -0.901, 2.047], [-1.266, -1.719, 0.698], [0.924, 1.357, 1.475], [0.577, 2.098, -0.097], [-0.709, 1.931, 1.108], [2.033, -0.260, 0.001], [1.076, -1.762, -0.056], [-0.383, -0.091, -3.126]], "e_lumo_ev": 0.95, "max_force_ev_per_a": 0.4, "smiles": "CC1(C)COC=N1", "e_above_lowest_kcal_mol": 21.2, "total_energy_ha": -325.90383, "e_homo_ev": -9.61}


Entry 3:
{"formula": "C5H9NO", "method": "ωB97M-V with the def2-TZVPD basis set", "symbols": ["C", "C", "N", "C", "C", "C", "O", "H", "H", "H", "H", "H", "H", "H", "H", "H"], "coordinates": [[-2.087, -0.232, -0.124], [-1.188, 0.698, 0.655], [-0.351, 0.205, 1.741], [0.296, 0.681, 0.516], [0.968, -0.310, -0.386], [2.379, -0.184, -0.745], [1.961, -1.138, 0.217], [-2.419, 0.237, -1.057], [-2.980, -0.481, 0.459], [-1.593, -1.177, -0.373], [-1.650, 1.658, 0.880], [-0.343, -0.813, 1.744], [0.841, 1.614, 0.657], [0.342, -0.841, -1.106], [2.717, -0.597, -1.696], [2.961, 0.652, -0.355]], "e_lumo_ev": 1.09, "max_force_ev_per_a": 0.3, "smiles": "C[C@H]1N[C@H]1[C@H]1CO1", "e_above_lowest_kcal_mol": 69.9, "total_energy_ha": -325.82611, "e_homo_ev": -9.48}